Entry from OMol25: a 2-piece molecular cluster, C7H15ClSi overall (ωB97M-V/def2-TZVPD).

Structure (XYZ):
```
24
Properties=species:S:1:pos:R:3:forces:R:3
C -4.9108 0.8032 -0.2625 -0.72 0.20 -0.43
C -3.9122 0.5634 0.5205 0.57 -0.18 -0.10
C 2.6007 0.0997 -0.4980 -0.24 -0.09 -0.06
C 0.9421 1.8571 0.1390 -0.17 -0.21 -0.15
C 1.4178 -0.0306 1.6936 -0.29 -0.22 -0.20
C 0.1692 -2.5602 -0.5701 0.07 0.53 -0.15
C 1.2759 0.3679 0.2244 0.04 -0.06 -0.16
Si -0.1105 -0.6766 -0.6202 0.15 -0.35 0.82
Cl -0.2756 -0.0985 -2.5856 0.03 0.08 -0.39
H -4.8795 0.7397 -1.3549 0.27 -0.08 0.15
H -5.8776 1.0967 0.1214 -0.19 0.07 0.17
H -2.8846 0.2578 0.3655 0.10 -0.01 0.22
H 3.3642 0.7902 -0.1434 0.13 0.10 0.11
H 2.9476 -0.9123 -0.3046 0.10 -0.16 -0.05
H 2.5040 0.2365 -1.5725 0.06 0.02 -0.15
H 0.0239 2.0775 0.6791 -0.12 0.10 0.05
H 0.8140 2.1727 -0.8941 -0.01 0.10 -0.10
H 1.7458 2.4479 0.5772 0.12 0.05 0.07
H 1.5925 -1.1019 1.7937 0.06 -0.08 0.10
H 2.2610 0.4902 2.1463 0.08 0.09 0.05
H 0.5147 0.2191 2.2486 -0.03 0.02 0.14
H -0.6556 -3.0839 -1.0448 -0.14 0.03 -0.08
H 1.0800 -2.8267 -1.1054 0.13 0.02 -0.07
H 0.2530 -2.9284 0.4466 0.01 0.03 0.23
```
Positions in Å, forces in eV/Å.

relative energy (zero: lowest compared OMol25 entry of this formula, charge and spin) = 2.857 eV
E_HOMO (alpha / beta) = -8.961 / -7.477 eV
orbital gap (alpha / beta) = 8.158 / 7.385 eV
molecular weight = 162.736 g/mol
max |F| = 0.90 eV Å⁻¹
2S+1 = 1

Entry from OMol25: an isolated ion of composition C7H15F2N2 and charge +1 in a non-equilibrium geometry (ωB97M-V/def2-TZVPD).

Structure (XYZ):
```
26
Properties=species:S:1:pos:R:3:forces:R:3
C -2.5320 -1.3640 0.4605 0.08 0.06 -0.18
C -1.7937 -0.5543 -0.5797 -2.73 2.82 -0.77
C -2.8348 0.9460 -0.8954 2.48 -3.02 0.32
F -4.0770 0.5273 -1.1361 -0.38 0.00 -0.08
F -2.8229 1.6882 0.2297 -0.02 0.25 0.28
N -0.4555 -0.2266 -0.2493 0.61 0.09 0.12
C 0.3923 0.2622 -1.3111 0.07 -0.21 0.19
C 1.8441 -0.0510 -0.9529 -0.32 -0.19 -0.94
N 2.1748 0.6111 0.3370 0.38 0.16 0.07
C 1.2499 0.1535 1.4101 -0.73 -0.06 0.65
C -0.1824 0.4715 0.9887 0.13 -0.26 -0.07
H -2.7058 -0.8038 1.3757 -0.04 0.04 0.08
H -3.5005 -1.6558 0.0637 -0.04 -0.02 0.03
H -1.9685 -2.2645 0.6940 0.03 -0.11 0.06
H -1.8120 -1.0474 -1.5499 0.08 -0.08 -0.01
H -2.4569 1.5355 -1.7358 -0.13 0.03 0.08
H 0.2812 1.3475 -1.4759 0.00 0.02 -0.06
H 0.1427 -0.2474 -2.2423 0.09 0.05 0.01
H 1.9670 -1.1281 -0.8263 0.06 0.14 0.10
H 2.5205 0.3017 -1.7327 0.08 0.06 0.19
H 3.1501 0.4238 0.5939 -0.19 0.14 -0.04
H 2.0640 1.6266 0.2203 0.16 -0.17 0.07
H 1.4985 0.6511 2.3476 0.16 0.05 -0.13
H 1.3703 -0.9246 1.5271 0.11 0.11 -0.08
H -0.8641 0.1237 1.7618 0.10 0.08 0.06
H -0.3093 1.5617 0.8940 -0.04 0.02 0.05
```
Positions in Å, forces in eV/Å.

relative energy (zero: lowest compared OMol25 entry of this formula, charge and spin) = 0.000 eV
E_HOMO = -12.158 eV
SMILES = C[C@@H](C(F)F)N1CC[NH2+]CC1
charge = +1
orbital gap = 8.813 eV
molecular weight = 165.207 g/mol
max |F| = 4.00 eV Å⁻¹
2S+1 = 1

Entry from OMol25: C7H15F2NNaO2S as an isolated structure in a non-equilibrium geometry (ωB97M-V/def2-TZVPD).

Structure (XYZ):
```
29
Properties=species:S:1:pos:R:3:forces:R:3
C -1.6501 2.3056 -1.5062 -0.10 1.03 -1.22
C -0.5989 1.7955 -2.5635 -0.45 -0.18 -0.02
C 0.0147 0.3783 -2.2582 0.88 0.78 0.16
C -0.1051 -0.0846 -0.7709 0.02 -0.88 -0.33
C 0.9592 -1.2042 -0.4504 -0.71 -0.30 -0.64
C 0.4276 -2.3364 0.4887 0.65 0.28 0.55
C -0.3241 -1.8297 1.7688 0.39 -1.48 0.21
N 0.1505 -0.4948 2.2504 0.06 -1.24 -1.54
F -0.8052 -0.1105 3.1773 0.16 0.26 0.46
S 1.6193 -0.6107 3.1739 2.73 3.68 5.71
O 1.3316 -1.0209 4.5676 0.33 -0.62 -3.99
O 2.2878 0.7119 3.1630 -1.65 -3.25 -1.53
F 2.6560 -1.6413 2.4330 -2.22 1.07 0.55
H -2.4075 2.9115 -2.0796 0.41 -0.45 0.48
H -2.2219 1.5138 -0.9912 0.56 0.56 0.03
H -1.1406 3.0330 -0.8078 -0.29 -1.68 -0.02
H -1.1082 1.7427 -3.5537 0.36 0.11 0.71
H 0.1877 2.5802 -2.6651 -0.41 -0.68 0.08
H 1.1083 0.4565 -2.4837 -0.79 -0.13 0.09
H -0.3827 -0.3590 -2.9900 0.11 0.33 0.77
H -0.0142 0.7652 -0.0602 -0.04 -0.55 -0.49
H -1.1038 -0.5700 -0.6229 0.58 0.60 -0.01
H 1.9168 -0.7989 -0.0610 -0.66 -0.05 -0.20
H 1.1932 -1.6922 -1.4292 0.03 0.30 0.78
H 1.3155 -2.9225 0.8209 -0.68 0.31 -0.29
H -0.2442 -3.0609 -0.0225 0.36 0.68 0.19
H -0.1500 -2.5512 2.6057 -0.31 0.33 -0.62
H -1.4243 -1.8358 1.6095 0.82 0.74 0.12
Na -1.4874 4.9298 -0.7429 -0.14 0.46 0.00
```
Positions in Å, forces in eV/Å.

E_HOMO = -13.297 eV
charge = +1
orbital gap = 8.275 eV
molecular weight = 238.255 g/mol
max |F| = 7.32 eV Å⁻¹
2S+1 = 1

Entry from OMol25: an isolated ion of composition C7H15IN3O and charge +1 in a non-equilibrium geometry (ωB97M-V/def2-TZVPD).

Structure (XYZ):
```
27
Properties=species:S:1:pos:R:3:forces:R:3
C -1.7782 -3.3186 1.2142 -2.52 -1.94 2.10
C -0.6191 -2.8878 0.8670 3.15 0.59 0.76
N -0.4823 -2.2873 -0.3319 0.73 -0.07 -1.32
C -0.9493 -1.2296 -0.7781 -1.30 0.69 0.91
C -0.9421 -1.0687 -2.2582 -0.79 -1.18 0.70
C -1.4384 -0.0596 0.1644 0.71 0.42 -2.45
I -3.4036 0.7828 -0.1643 0.20 -0.36 -0.22
N -0.4606 1.0874 -0.0308 -0.18 -0.86 2.33
C 1.2613 0.8408 0.2354 0.54 -0.31 -1.25
O 1.3772 0.5308 1.5112 -0.77 -1.05 1.59
N 2.0169 1.9419 -0.2107 -1.41 -3.11 -0.97
C 2.3313 3.1984 0.4369 2.16 -1.26 -1.22
H -1.9729 -4.0893 1.9462 0.57 0.27 0.60
H -2.6986 -3.0912 0.7404 -0.42 0.44 -1.07
H 0.3740 -3.0419 1.3450 -1.05 -0.50 -0.06
H -1.1753 -0.0634 -2.4491 0.04 1.24 -1.43
H -1.5505 -1.8072 -2.8213 -0.74 0.80 0.80
H -0.0315 -1.5203 -2.5363 1.82 0.62 -0.71
H -1.4298 -0.1733 1.2003 0.13 -1.24 1.52
H -0.4320 1.3628 -0.9573 -0.32 1.05 -2.40
H -0.8913 1.8030 0.5515 0.57 0.62 -0.18
H 1.2589 -0.1565 -0.3774 0.67 2.22 0.63
H 1.8739 1.1214 2.0793 0.19 0.45 -0.20
H 2.5038 1.7093 -1.0640 -0.05 0.43 0.05
H 1.6882 3.9232 0.0381 -0.35 1.56 -0.73
H 2.1218 3.1863 1.4719 0.27 -0.22 1.34
H 3.4478 3.3063 0.1777 -1.83 0.69 0.88
```
Positions in Å, forces in eV/Å.

E_HOMO = -11.815 eV
SMILES = C=C/N=C(/C)[C@H](I)[NH2+][C@H](O)NC
charge = +1
orbital gap = 8.406 eV
molecular weight = 284.121 g/mol
max |F| = 3.81 eV Å⁻¹
2S+1 = 1

Entry from OMol25: an isolated ion of composition C7H15N and charge -1 in a non-equilibrium geometry (ωB97M-V/def2-TZVPD).

Structure (XYZ):
```
23
Properties=species:S:1:pos:R:3:forces:R:3
C 0.0368 1.4236 -1.7815 -1.25 -0.25 1.74
C 0.8968 0.5083 -2.6180 0.62 1.38 -1.10
C -0.6516 0.7116 -0.5968 1.48 0.12 0.79
N 0.4673 0.2181 0.2837 0.14 -1.16 -1.19
C 0.4307 -1.2671 0.2337 -0.93 0.36 1.50
C -0.4662 -1.6858 1.4713 0.44 -0.03 -0.71
C -0.7821 -0.3638 2.1780 -0.47 -0.67 1.11
C 0.3298 0.5532 1.6863 -0.25 0.18 0.19
H -0.7237 1.9856 -2.3222 0.08 -0.02 -0.46
H 0.6300 2.1375 -1.2000 0.34 0.19 -0.72
H 1.7437 0.1477 -2.0390 -0.10 -0.30 -0.06
H 1.2798 1.1372 -3.4421 0.39 -0.06 0.25
H 0.4160 -0.2641 -3.2030 -0.52 -0.54 0.55
H -1.2767 -0.1290 -0.9005 -0.28 0.24 -0.03
H -1.2016 1.3833 0.0601 -0.49 0.38 -0.51
H 1.4048 -1.7420 0.3523 0.18 0.19 -0.40
H -0.1325 -1.5685 -0.6453 0.74 -0.27 -0.38
H 0.0975 -2.3661 2.1114 -0.03 -0.02 0.09
H -1.3367 -2.2271 1.0825 -0.12 0.13 0.34
H -0.8237 -0.5069 3.2680 0.27 0.11 -0.10
H -1.8050 -0.0495 1.9479 0.23 0.39 -0.45
H 0.2103 1.6316 1.8383 -0.47 -0.02 -0.19
H 1.2563 0.3321 2.2351 -0.01 -0.32 -0.26
```
Positions in Å, forces in eV/Å.

relative energy (zero: lowest compared OMol25 entry of this formula, charge and spin) = 0.530 eV
E_HOMO (alpha / beta) = 1.532 / -4.932 eV
charge = -1
orbital gap (alpha / beta) = 2.572 / 8.962 eV
molecular weight = 113.204 g/mol
expectation value of S² = 0.75
max |F| = 2.16 eV Å⁻¹
2S+1 = 2

Entry from OMol25: one molecule with the formula C7H15N in a non-equilibrium geometry (ωB97M-V/def2-TZVPD).

Structure (XYZ):
```
23
Properties=species:S:1:pos:R:3:forces:R:3
C -1.6964 1.2034 -0.9230 0.28 -0.23 0.43
C -1.0611 0.5372 0.0704 -1.95 1.27 -2.37
C -0.4553 1.3570 1.1480 0.03 -0.46 0.78
C 0.5628 2.3950 0.7157 0.79 1.01 1.53
C -1.0026 -0.9350 -0.0850 1.73 -1.82 -0.01
C 0.3732 -1.3400 -0.6527 2.23 -0.77 -0.43
C 1.5994 -1.1073 0.3222 -2.51 1.52 -0.66
N 0.4746 -2.7904 -0.9533 -0.65 1.06 1.07
H -1.7786 2.2881 -0.9587 0.19 -0.09 0.25
H -2.1618 0.7200 -1.7749 0.04 -0.27 0.16
H -1.2795 1.9278 1.5916 0.17 -0.45 0.45
H -0.0052 0.6618 1.8683 -0.24 0.41 0.18
H 1.1321 2.1752 -0.1735 -0.14 0.09 -0.41
H 0.1728 3.4170 0.7786 -0.41 -0.20 -1.08
H 1.2827 2.5402 1.5318 0.31 -0.59 -0.08
H -1.7547 -1.3415 -0.7730 0.00 0.45 0.13
H -1.0109 -1.5983 0.7991 -0.60 0.78 0.36
H 0.6120 -0.7812 -1.5687 -0.43 0.02 0.05
H 2.4882 -1.5185 -0.1310 0.12 -0.42 0.35
H 1.7200 -0.0184 0.4237 0.28 -0.27 0.31
H 1.2040 -1.5271 1.2521 1.03 -0.19 0.15
H -0.3593 -3.2935 -0.6932 0.13 -0.33 -0.75
H 0.9437 -2.9714 -1.8147 -0.41 -0.52 -0.40
```
Positions in Å, forces in eV/Å.

relative energy (zero: lowest compared OMol25 entry of this formula, charge and spin) = 1.568 eV
E_HOMO = -8.601 eV
SMILES = C=C(CC)C[C@@H](C)N
orbital gap = 9.655 eV
molecular weight = 113.204 g/mol
max |F| = 3.32 eV Å⁻¹
2S+1 = 1

Entry from OMol25: a 2-piece molecular cluster, C7H15N overall in a non-equilibrium geometry (ωB97M-V/def2-TZVPD).

Structure (XYZ):
```
23
Properties=species:S:1:pos:R:3:forces:R:3
C -1.9839 0.6407 0.3628 0.24 -0.45 0.48
N -1.0071 -0.3764 0.0287 0.84 0.93 1.19
C 0.0317 0.1059 -0.8198 0.16 0.30 -1.08
C 1.1812 -0.9088 -0.7639 0.14 -0.35 0.14
C 1.4769 -1.2479 0.6459 0.80 0.37 0.28
C 2.4761 -0.6346 1.3210 -0.25 0.11 -0.18
C -0.3832 0.2813 -2.2936 -0.32 -0.41 0.15
C -1.5021 1.5776 1.4835 -0.89 0.14 0.03
H -2.8757 0.0926 0.6781 -0.06 0.24 0.18
H -2.2898 1.2500 -0.4940 0.11 0.06 -0.20
H 0.6714 0.2287 1.5204 -1.07 -1.49 -1.03
H 0.4147 1.0909 -0.4949 0.14 -0.04 -0.13
H 0.8970 -1.8409 -1.2503 -0.32 0.07 -0.27
H 2.0527 -0.5130 -1.2820 0.16 0.08 0.09
H 0.9041 -2.0418 1.1107 -0.14 0.27 0.09
H 3.1068 0.0671 0.7818 -0.08 0.09 0.24
H 2.6993 -0.8527 2.3535 0.07 -0.06 0.08
H -0.7523 -0.6658 -2.6875 -0.11 -0.12 0.03
H -1.2051 0.9945 -2.3480 0.09 0.11 -0.17
H 0.4342 0.5934 -2.9502 0.03 0.18 0.24
H -0.6096 2.1133 1.1676 0.14 0.01 -0.01
H -2.2759 2.3154 1.7480 0.19 -0.01 -0.09
H -1.3003 0.9845 2.3750 0.12 -0.04 -0.05
```
Positions in Å, forces in eV/Å.

relative energy (zero: lowest compared OMol25 entry of this formula, charge and spin) = 6.164 eV
E_HOMO = -6.950 eV
orbital gap = 6.282 eV
molecular weight = 113.204 g/mol
max |F| = 2.10 eV Å⁻¹
2S+1 = 1

Entry from OMol25: an isolated ion of composition C7H15N and charge +1 in a non-equilibrium geometry (ωB97M-V/def2-TZVPD).

Structure (XYZ):
```
23
Properties=species:S:1:pos:R:3:forces:R:3
C -0.0186 -0.5107 -2.4017 -3.42 -1.60 -1.26
N -0.7970 0.2258 -1.3894 6.72 1.48 2.76
C -0.4762 -0.1350 0.0337 -3.07 -3.11 -1.13
C 0.4515 0.7556 0.7458 3.03 1.22 1.21
C 0.9228 0.2433 2.1941 -1.51 0.83 -3.92
C 0.2791 0.6081 3.2425 -1.90 -0.18 6.03
C -1.9698 -0.0343 0.5951 0.60 1.69 2.31
C 1.4345 -0.8253 -2.2578 2.62 0.27 -0.07
H -0.3457 0.0310 -3.2642 0.71 0.10 -1.14
H -0.5416 -1.4772 -2.4922 0.15 0.03 -0.03
H -0.3937 1.2216 -1.5114 -2.14 -0.98 0.33
H -0.2187 -1.2927 0.1873 -0.40 2.46 -1.01
H 1.3715 1.0038 0.1352 -0.76 -0.72 0.49
H 0.0140 1.7272 0.8699 -0.53 0.57 0.28
H 1.6777 -0.4624 2.2121 1.53 -1.26 -0.01
H -0.5863 1.2679 3.3504 0.32 0.13 -0.95
H 0.4173 0.2009 4.3811 0.49 0.72 -3.10
H -2.3185 1.0622 0.6514 1.06 -1.32 0.40
H -2.6921 -0.3542 -0.1516 -0.09 -1.39 0.69
H -1.7983 -0.4818 1.7015 -1.32 0.72 -2.65
H 1.7990 -1.3323 -3.2104 -0.92 0.36 1.15
H 2.1299 0.0605 -2.2242 -0.91 -0.60 0.32
H 1.6593 -1.5018 -1.3973 -0.24 0.59 -0.72
```
Positions in Å, forces in eV/Å.

relative energy (zero: lowest compared OMol25 entry of this formula, charge and spin) = 4.452 eV
E_HOMO (alpha / beta) = -14.106 / -14.069 eV
charge = +1
orbital gap (alpha / beta) = 11.309 / 5.731 eV
molecular weight = 113.204 g/mol
expectation value of S² = 0.75
max |F| = 7.41 eV Å⁻¹
2S+1 = 2

Entry from OMol25: a 3-piece molecular cluster, C7H15N2 overall in a non-equilibrium geometry (ωB97M-V/def2-TZVPD).

Structure (XYZ):
```
24
Properties=species:S:1:pos:R:3:forces:R:3
C -0.1732 -0.7456 -0.6931 -0.34 -0.25 -0.48
C -1.1989 0.1953 -1.1399 -0.36 -0.65 -0.28
C 0.5989 1.6378 0.2175 -0.30 -1.46 -0.54
C 4.4219 0.0438 0.6592 0.25 -0.21 0.10
C -0.0448 0.7302 -0.3123 0.72 1.31 0.66
C 5.6060 -0.6011 0.0335 -0.01 -0.01 -0.06
C -5.1264 -0.3213 1.0991 -0.33 -0.10 0.29
N 3.3843 0.4749 0.0936 -1.21 0.57 -0.09
N -4.9367 0.2074 -0.2335 0.64 0.17 -0.61
H -0.3588 -1.4036 0.1453 -0.05 0.17 0.14
H 0.5900 -1.0717 -1.3868 0.08 0.12 0.00
H -1.1915 0.5488 -2.1642 0.19 0.05 0.04
H -2.1677 0.2253 -0.6561 -0.12 0.04 0.24
H 1.1626 2.3935 0.6938 0.30 0.52 0.22
H 4.4496 0.1459 1.7408 0.05 -0.01 0.17
H 5.7257 -1.6049 0.4433 0.04 -0.02 0.00
H 6.4988 -0.0383 0.3004 0.12 0.00 -0.03
H 5.5165 -0.6618 -1.0498 0.02 0.02 -0.01
H -4.7406 -1.3402 1.1289 0.02 0.01 0.15
H -4.5709 0.2906 1.8085 0.03 -0.09 0.08
H -6.1749 -0.3457 1.4210 0.11 -0.02 0.06
H 3.3735 0.3888 -0.9210 0.42 -0.19 -0.06
H -5.1983 1.1830 -0.3040 -0.20 -0.17 -0.03
H -5.4450 -0.3313 -0.9240 -0.06 0.21 0.05
```
Positions in Å, forces in eV/Å.

relative energy (zero: lowest compared OMol25 entry of this formula, charge and spin) = 5.255 eV
E_HOMO = -12.001 eV
charge = +1
orbital gap = 6.169 eV
molecular weight = 127.211 g/mol
max |F| = 1.63 eV Å⁻¹
2S+1 = 1

Entry from OMol25: a 2-piece molecular cluster, C7H15N2O overall in a non-equilibrium geometry (ωB97M-V/def2-TZVPD).

Structure (XYZ):
```
25
Properties=species:S:1:pos:R:3:forces:R:3
C 1.3704 0.5696 0.4360 -1.65 3.52 0.92
C -3.7049 0.7865 -1.0718 3.05 -1.34 0.56
C 1.2721 -1.4365 -0.7442 -0.19 -1.28 0.15
C 3.4822 -0.2623 0.1430 4.43 -0.33 -1.20
C -2.7849 -1.0221 0.3006 1.51 -1.11 0.99
C 0.1196 2.7319 0.5946 0.78 3.27 2.93
C 2.0392 -0.6502 0.3217 0.09 -1.16 0.32
N -2.6581 0.1148 -0.6321 -1.06 -0.59 1.13
N 0.9274 1.6312 0.5338 1.02 -4.08 -0.49
O -1.4384 0.3503 -0.8074 1.25 1.30 -0.96
H -3.4405 1.5830 -1.7268 -0.39 0.53 -0.33
H -4.6348 0.4148 -0.7620 -1.16 -0.06 0.05
H 1.4346 -1.1662 -1.7624 0.91 0.37 -0.67
H 0.2124 -1.2915 -0.6789 -0.67 0.28 0.59
H 1.4094 -2.5090 -0.6153 0.39 0.05 -0.10
H 3.7259 0.8378 0.3730 -0.52 -1.59 -0.79
H 3.8915 -0.6068 -0.9029 -0.95 1.19 1.76
H 4.2216 -0.8050 0.8349 -1.50 0.51 -0.71
H -3.7928 -1.3262 0.2962 -1.29 -0.28 0.78
H -2.2018 -1.9429 -0.0043 -0.49 1.37 -0.50
H -2.2836 -0.8065 1.3190 -1.38 0.25 -1.59
H -0.8436 2.5359 1.0388 -0.10 -0.53 0.44
H -0.1113 3.0596 -0.3816 0.26 0.83 -1.10
H 0.7234 3.4886 1.3194 -1.71 -1.23 -2.11
H 2.0149 -1.1707 1.2875 -0.62 0.10 -0.10
```
Positions in Å, forces in eV/Å.

relative energy (zero: lowest compared OMol25 entry of this formula, charge and spin) = 5.633 eV
E_HOMO = -12.358 eV
charge = +1
orbital gap = 9.422 eV
molecular weight = 143.210 g/mol
max |F| = 4.61 eV Å⁻¹
2S+1 = 1